[1]
Computed, not measured: one molecule with the formula C20H23N5O4S at a distorted geometry, with the ωB97M-V functional and the def2-TZVPD basis.

Geometry as XYZ:
```
53
Properties=species:S:1:pos:R:3:forces:R:3
C 2.8881 5.3550 -0.4537 0.06 -0.08 -0.10
C 3.3882 3.9637 -0.5687 0.19 -0.59 0.56
C 3.7118 3.0212 0.3660 -0.12 0.31 -0.44
C 4.1252 1.9148 -0.4171 -0.29 0.93 -0.30
N 4.0496 2.1895 -1.6997 0.45 -1.25 0.13
O 3.5928 3.4608 -1.7971 -0.28 0.76 0.19
N 4.5651 0.6723 -0.0099 0.11 0.00 -0.59
C 4.6780 0.2595 1.2780 0.17 -0.35 -0.06
O 4.4938 0.9509 2.2465 -0.02 0.18 0.23
C 5.1501 -1.1846 1.4374 -0.33 -0.21 -0.02
H 6.2413 -1.2058 1.4551 -0.04 -0.03 -0.02
H 4.7699 -1.5655 2.3848 0.04 0.15 -0.05
S 4.6707 -2.3288 0.1078 0.56 -0.19 -0.10
C 2.9600 -2.1671 0.2477 -0.39 0.47 0.52
N 2.3058 -1.3558 1.0167 1.56 -0.10 -0.02
N 0.9976 -1.5895 0.7855 -1.52 -0.52 -0.48
C 0.9178 -2.5183 -0.1074 -0.07 0.59 0.49
O 2.1454 -2.9422 -0.5017 0.03 -0.10 -0.06
C -0.3179 -3.1314 -0.6477 -0.10 -0.44 -0.40
N -1.4805 -2.3943 -0.2276 0.28 0.00 0.24
C -2.4060 -1.9905 -1.1455 0.18 -0.23 0.11
O -2.3421 -2.3426 -2.3079 -0.06 0.07 -0.19
C -3.4963 -1.1294 -0.6219 -0.38 0.29 -0.08
C -3.8586 -1.0664 0.7207 0.09 -0.02 -0.14
C -4.8952 -0.2485 1.1226 0.00 0.02 0.04
C -5.6083 0.5345 0.2156 0.04 -0.04 -0.05
C -5.2455 0.4559 -1.1244 -0.03 0.02 0.07
C -4.2126 -0.3643 -1.5361 0.23 -0.19 0.01
H -3.9418 -0.4255 -2.5796 0.02 -0.02 -0.08
H -5.7673 1.0328 -1.8699 -0.08 0.08 -0.05
C -6.7331 1.4242 0.7186 -0.16 0.13 0.07
C -7.7833 0.5566 1.4267 0.12 0.10 -0.09
H -8.1731 -0.1947 0.7432 -0.07 -0.09 -0.04
H -7.3643 0.0477 2.2900 0.02 -0.08 0.11
H -8.6104 1.1762 1.7667 -0.10 0.07 0.06
C -7.4300 2.1893 -0.4096 0.14 -0.15 0.16
H -6.7349 2.8477 -0.9252 0.05 0.08 -0.12
H -8.2258 2.8031 0.0074 -0.06 0.05 0.04
H -7.8755 1.5057 -1.1285 -0.05 -0.04 -0.13
C -6.1506 2.4469 1.7047 -0.07 -0.11 -0.12
H -5.3922 3.0529 1.2135 0.09 0.09 -0.02
H -6.9368 3.1052 2.0679 -0.09 0.08 0.06
H -5.6937 1.9576 2.5603 0.06 -0.03 0.11
H -5.1516 -0.2261 2.1711 -0.05 0.01 0.10
H -3.3548 -1.6733 1.4590 0.04 -0.05 0.07
H -1.4160 -1.9347 0.6666 -0.07 0.10 -0.07
H -0.3028 -3.1368 -1.7455 0.03 -0.04 0.23
H -0.3717 -4.1773 -0.3094 0.06 0.13 -0.13
H 4.7706 0.0305 -0.7653 -0.05 -0.04 0.19
H 3.6686 3.0751 1.4312 -0.03 0.08 0.21
H 2.6680 5.7429 -1.4444 -0.05 0.09 -0.02
H 3.6381 5.9867 0.0193 0.01 0.06 -0.02
H 1.9877 5.3814 0.1561 -0.05 0.04 -0.01
```
Forces are in eV/Å.

Properties
2S+1: 1
Orbital gap in eV: 9.72
SMILES: Cc1cc(NC(=O)CSc2nnc(CNC(=O)c3ccc(C(C)(C)C)cc3)o2)no1
LUMO in eV: 0.5
E_tot in Eh: -1748.8484
Energy above the lowest of the compared OMol25 structures with the same formula, charge and spin in kJ/mol: 306.0

Results of the Löwdin charge analysis, in e, for atoms 1 through 5:
1 C 0.00
2 C -0.31
3 C 0.06
4 C -0.30
5 N 0.10

[2]
Computed, not measured: a 8-piece molecular cluster, C7H26O7 overall at a distorted geometry, with the ωB97M-V functional and the def2-TZVPD basis.

Geometry as XYZ:
```
40
Properties=species:S:1:pos:R:3:forces:R:3
C 2.7362 -0.2224 -1.9322 -2.16 0.32 1.91
C 2.2859 1.1239 -1.2378 1.74 -0.66 0.37
C 1.6491 0.6125 0.0947 -0.52 -0.95 0.14
C 0.7414 1.5135 0.9097 0.80 -0.68 -0.47
C 0.7962 2.8021 0.6989 -0.47 2.05 0.79
C -1.2829 1.4423 2.3935 1.37 -0.72 -0.71
C -0.0820 0.8938 1.9472 -2.50 1.14 -0.85
H 3.4744 -0.8330 -1.2502 -1.88 0.98 -1.39
H 3.1949 0.1031 -2.7891 1.55 0.16 -2.30
H 1.7378 -0.6466 -2.2374 1.53 -0.76 0.44
H 3.3205 1.5651 -1.1476 -1.33 0.53 0.66
H 1.6566 1.8443 -1.9025 0.82 -1.64 1.29
H 2.3416 0.1236 0.8255 0.41 0.82 -0.64
H 1.1340 -0.3520 -0.1766 -0.32 0.99 0.01
H 1.4714 3.2798 0.0527 0.90 -0.01 -1.30
H 0.2553 3.5901 1.2147 -0.37 -0.60 0.44
H -1.8636 2.4305 2.0311 1.92 -2.56 1.01
H -1.7039 0.7152 3.0917 -0.76 0.71 0.08
H 0.1992 -0.1692 2.1059 -0.31 1.20 0.76
H 1.2921 -2.1839 3.2914 0.83 -0.41 -0.28
H 1.2705 -0.7730 3.9323 0.56 0.36 0.10
O 0.7434 -1.5206 3.6792 -1.29 -0.19 0.40
H -0.7673 -1.3946 1.4122 -0.08 0.33 -0.05
H -0.6973 -2.8480 1.5946 -0.84 -2.96 2.67
O -0.5187 -2.2161 0.9795 1.07 2.49 -2.53
H -1.7841 2.1979 -0.2948 1.33 -1.82 -0.15
H -2.9378 2.9943 -0.5459 2.01 0.70 1.79
O -2.0790 3.0200 0.0351 -3.56 1.42 -1.92
H -3.7515 -0.3744 -0.3426 0.92 1.32 0.27
H -3.9887 0.7325 0.7071 1.08 -0.12 -1.10
O -3.3848 0.5134 -0.0556 -1.92 -1.37 0.74
H -2.0761 -0.2457 -3.0110 -2.71 -0.96 0.86
H -0.6948 -0.2223 -2.9423 0.24 0.75 -0.73
O -1.4107 0.2272 -3.4392 2.47 0.17 -0.01
H -1.4847 -2.1513 -0.5315 0.46 0.51 1.05
H -2.1432 -2.9267 -1.5003 0.30 -4.15 -3.26
O -2.3136 -2.2147 -0.9999 -1.19 3.67 1.89
H 0.8301 -3.6353 -1.4704 -2.03 -0.82 0.88
H 2.2558 -3.5191 -1.3170 2.65 -0.71 1.86
O 1.5785 -3.2763 -1.8733 -0.68 1.45 -2.72
```
Forces are in eV/Å.

Properties
2S+1: 1
Orbital gap in eV: 8.34
SMILES: C=CC(=C)CCC.O.O.O.O.O.O.O
LUMO in eV: 0.0
E_tot in Eh: -808.8316
Energy above the lowest of the compared OMol25 structures with the same formula, charge and spin in kJ/mol: 410.8

Results of the Löwdin charge analysis, in e, for atoms 1 through 5:
1 C -0.14
2 C -0.24
3 C -0.19
4 C -0.35
5 C 0.04

[3]
Computed, not measured: a 2-piece molecular cluster, C25H31ClFN5O3 overall at a distorted geometry, with the ωB97M-V functional and the def2-TZVPD basis.

Geometry as XYZ:
```
66
Properties=species:S:1:pos:R:3:forces:R:3
O 2.9272 3.1796 1.9456 0.06 -0.33 0.17
O 2.4929 6.3937 -1.5476 0.12 -0.54 -0.28
F 1.5256 -1.9879 -0.7695 -0.53 0.16 0.01
Cl -6.3880 -1.2650 -0.1012 0.60 -0.24 -0.02
N -4.3958 -3.0116 -0.1012 -0.24 -0.67 -0.02
N -3.8020 -0.7541 -0.3223 -3.30 0.06 0.30
O 1.2640 -6.8438 3.1502 -0.16 0.25 0.18
C 2.5684 3.9483 1.0680 0.49 0.55 1.80
C 2.7099 5.2144 -1.8119 -0.63 1.24 0.75
C -4.7068 -1.7211 -0.1835 2.32 1.08 -0.44
C -0.1009 -6.8998 1.2304 -0.38 0.09 -0.28
C -0.4987 -5.1409 2.8217 0.07 -0.20 -0.22
C -1.1307 -6.4065 0.4222 0.42 0.08 0.55
C -1.5337 -4.6486 2.0157 0.16 -0.59 -0.27
C -0.2188 -0.3692 -0.6708 -1.08 0.72 0.05
C 0.2110 -1.6951 -0.6504 -1.51 -1.21 0.21
C 0.2329 -6.2798 2.4355 -0.20 0.42 0.26
C -1.8625 -5.2719 0.8008 0.87 0.00 0.59
C -1.5849 -0.0800 -0.5627 2.05 0.31 -0.22
C -3.1185 -3.3817 -0.1679 -1.36 -1.57 0.61
C -0.7299 -2.7173 -0.5089 1.36 0.32 -0.18
C -2.5235 -1.0980 -0.4088 0.26 -0.33 0.05
C -2.1078 -2.4281 -0.3562 1.68 -0.11 -0.09
N 3.7956 4.8194 -2.4871 0.55 -0.69 -0.61
N -2.8704 -4.7651 -0.0438 -0.72 0.59 -0.91
N 2.1974 3.4443 -0.1124 -0.32 0.02 -1.99
C 1.5993 -6.2749 4.4232 -0.26 0.15 -0.22
C 2.5498 5.4346 1.3539 -0.18 -0.22 -0.22
C 4.8252 5.7297 -2.9833 -0.31 0.12 0.32
C -3.9651 -5.6900 -0.4225 -0.16 0.37 0.19
C -0.9105 3.3866 0.6845 0.18 -0.25 -0.41
C -0.1752 4.9542 -2.7433 0.37 0.34 0.38
C -0.7198 3.4580 -0.8382 0.31 0.41 0.71
C 0.2619 4.5507 -1.3201 -0.26 0.00 -0.68
C 1.7487 4.1033 -1.3558 -0.59 -0.25 0.45
H 0.4596 -7.7762 0.9217 -0.05 0.09 0.04
H -0.2850 -4.6201 3.7477 0.04 -0.10 -0.07
H -1.3450 -6.8995 -0.5200 0.02 0.05 0.08
H -2.0881 -3.7734 2.3401 0.05 -0.07 -0.03
H 0.5137 0.4229 -0.7789 -0.08 -0.01 0.02
H -1.9547 0.9367 -0.5949 0.11 -0.06 0.00
H -0.3567 -3.7359 -0.5225 -0.16 0.07 0.07
H 3.9190 3.8323 -2.6469 0.01 0.11 0.02
H 2.2599 2.4397 -0.1336 0.05 -0.05 0.02
H 2.4102 -6.8505 4.8791 -0.20 -0.09 -0.43
H 0.7402 -6.3019 5.1010 0.01 0.02 -0.08
H 1.9377 -5.2399 4.3105 -0.06 -0.05 -0.02
H 3.3839 5.9111 0.8441 -0.10 0.18 -0.11
H 2.6579 5.5886 2.4258 0.03 -0.23 -0.08
H 1.6130 5.8752 1.0247 0.07 0.23 -0.19
H 4.3587 6.5677 -3.5060 0.04 -0.10 0.08
H 5.4002 6.1241 -2.1433 0.05 0.06 -0.12
H 5.4937 5.2061 -3.6684 -0.17 -0.04 0.14
H -4.4155 -5.3835 -1.3724 0.13 0.10 0.27
H -3.6092 -6.7162 -0.5472 0.28 0.33 0.14
H -4.7431 -5.6920 0.3479 0.01 -0.01 -0.13
H -1.0810 4.3848 1.0890 0.01 -0.02 0.07
H -0.0427 2.9406 1.1653 0.00 0.09 0.20
H -1.7790 2.7686 0.9127 -0.01 0.02 0.14
H -1.2012 5.3243 -2.7260 0.02 -0.10 -0.04
H 0.4514 5.7606 -3.1255 0.02 -0.04 -0.10
H -0.1158 4.1005 -3.4192 -0.05 -0.06 -0.07
H -0.3957 2.4942 -1.2237 -0.01 -0.22 -0.15
H -1.7077 3.6608 -1.2550 0.11 0.04 -0.27
H 0.1551 5.4264 -0.6794 0.14 0.05 0.07
H 1.7998 3.3372 -2.1294 0.02 -0.28 0.01
```
Forces are in eV/Å.

Properties
2S+1: 1
Orbital gap in eV: 7.72
SMILES: COc1ccc(N(C)c2nc(Cl)nc3ccc(F)cc23)cc1.CC[C@H](C)[C@H](NC(C)=O)C(=O)NC
LUMO in eV: -0.4
E_tot in Eh: -2030.8330
Energy above the lowest of the compared OMol25 structures with the same formula, charge and spin in kJ/mol: 12.9

Results of the Löwdin charge analysis, in e, for atoms 1 through 5:
1 O 0.03
2 O 0.05
3 F 0.06
4 Cl 0.66
5 N 0.13

[4]
Computed, not measured: C8H10O5Ru as an isolated structure at a distorted geometry, with the ωB97M-V functional and the def2-TZVPD basis.

Geometry as XYZ:
```
24
Properties=species:S:1:pos:R:3:forces:R:3
Ru -0.3830 0.8350 0.9453 -1.19 -2.72 -0.93
C 0.1223 2.1982 2.0937 4.37 7.44 3.98
O 0.7371 3.1042 2.4488 -2.34 -3.03 -0.75
C -2.2498 0.0194 1.3027 -7.68 -3.07 1.82
O -3.3184 -0.4012 1.5178 5.84 2.30 -1.22
C 0.4638 -0.9071 1.4353 4.40 -6.72 1.59
O 1.0190 -1.8944 1.7079 -2.95 4.92 -1.22
C -1.0536 1.3727 -0.7915 -1.93 2.65 -7.94
O -1.4148 1.7008 -1.8457 1.43 -1.50 4.93
C 0.0795 -2.3499 -2.5832 -3.62 1.18 3.13
H 0.2333 -1.4141 -3.1853 0.19 -0.81 -0.74
H 0.9831 -2.6170 -1.9891 0.24 -0.64 -0.75
C -1.1188 -2.4655 -1.9556 2.73 1.93 -0.09
H -1.2273 -2.8440 -0.8673 -0.20 -0.52 -1.39
H -1.9693 -1.6670 -2.0694 0.60 -1.44 -0.45
C 3.7636 1.4552 0.3607 0.84 -1.27 0.39
C 2.7722 1.8250 -0.7260 -0.81 0.40 -0.52
O 1.7139 0.7477 -0.8970 1.68 0.56 -0.58
H 3.2411 0.9910 1.2098 0.18 0.56 0.08
H 4.4034 2.3098 0.6362 -0.62 -0.03 -0.01
H 4.4634 0.6938 0.0052 -0.11 0.00 -0.10
H 2.2567 2.7610 -0.4217 -0.07 -0.69 -0.44
H 3.3061 1.9484 -1.6928 -0.51 -0.10 0.41
H 2.1000 0.0988 -1.5495 -0.45 0.58 0.79
```
Forces are in eV/Å.

Properties
2S+1: 6
Orbital gap (alpha / beta) in eV: 9.29 / 3.12
LUMO (alpha / beta) in eV: -12.6 / -18.1
E_tot in Eh: -780.3210
Energy above the lowest of the compared OMol25 structures with the same formula, charge and spin in kJ/mol: 287.9
Total charge: +3
⟨S²⟩: 8.77

Results of the Löwdin charge analysis, in e, for atoms 1 through 5:
1 Ru 1.15
2 C -0.12
3 O 0.30
4 C -0.03
5 O 0.26

[5]
Computed, not measured: a 3-piece molecular cluster, C3H10NO4 overall at a distorted geometry, with the ωB97M-V functional and the def2-TZVPD basis.

Geometry as XYZ:
```
18
Properties=species:S:1:pos:R:3:forces:R:3
C -0.4646 -1.1730 1.3966 0.28 1.26 0.74
N -0.9977 -0.9131 0.0654 -0.19 0.05 0.09
C -0.5653 0.1858 -0.8305 -1.02 -0.94 1.36
O 0.6208 0.5690 -0.6839 0.27 -0.07 -0.46
O -1.4998 0.5320 -1.5598 0.70 0.58 -0.44
C -0.7719 0.0002 2.3825 -0.08 0.01 -0.93
H -0.9655 -2.0907 1.7671 0.42 0.35 -0.08
H 0.6276 -1.2875 1.5063 -0.36 -0.34 -0.97
H -1.9863 -0.6964 0.2026 0.18 -0.53 -0.39
H -0.1765 -0.1686 3.3001 -0.69 0.48 -0.17
H -1.8526 0.0365 2.4970 -0.23 -0.26 0.84
H -0.6031 1.0060 1.9250 0.67 -0.88 0.35
H 2.0847 2.8322 0.2869 -0.51 0.04 0.43
H 0.9406 1.8727 0.4207 0.02 0.20 0.01
O 1.3047 2.6847 0.8530 0.58 -0.13 -0.44
H 0.7328 -2.2384 -1.7606 0.46 -0.77 -0.57
H 1.5171 -1.1753 -1.3885 1.05 0.40 -0.25
O 1.6743 -2.0025 -1.8967 -1.56 0.54 0.90
```
Forces are in eV/Å.

Properties
2S+1: 1
Orbital gap in eV: 8.96
LUMO in eV: 3.9
E_tot in Eh: -476.1082
Energy above the lowest of the compared OMol25 structures with the same formula, charge and spin in kJ/mol: 72.3
Total charge: -1

Results of the Löwdin charge analysis, in e, for atoms 1 through 5:
1 C -0.29
2 N -0.01
3 C -0.76
4 O -0.08
5 O -0.04